No. 1
{
  "formula": "C15H14N2O8S",
  "method": "ωB97M-V/def2-TZVPD",
  "symbols": ["N", "C", "C", "C", "H", "C", "O", "H", "H", "O", "O", "H", "C", "H", "C", "H", "C", "O", "O", "C", "O", "S", "H", "H", "C", "C", "C", "H", "C", "H", "H", "C", "H", "O", "C", "O", "N", "C", "H", "H"],
  "coordinates": [[1.02877, -0.19542, 1.47139], [-1.63368, -0.01223, 1.01682], [-2.60442, -0.46228, 1.87739], [2.67754, 1.14943, 0.37620], [-4.59856, -2.01846, -0.36330], [1.94807, -0.90978, -0.66557], [0.01052, 2.07159, 0.86211], [4.31270, 3.09719, 1.40995], [-2.86703, -1.22363, -1.89630], [1.95600, -2.43100, -2.87044], [-4.67097, -1.52519, 3.52762], [2.96695, 3.59159, 2.47059], [3.47089, 1.41960, -0.73973], [4.12566, 0.74266, -2.66889], [-2.78619, -1.00117, -0.84466], [-2.52187, -0.24146, 2.93036], [-0.70318, 0.01948, -2.50279], [-0.44504, 1.09263, 3.07120], [2.62442, 1.88764, 1.48766], [3.22387, 3.16472, 1.50325], [3.55809, -1.31650, -3.77265], [-0.24006, 0.92206, 1.67012], [2.81852, 3.79696, 0.70945], [0.69758, -1.13818, 1.61025], [-1.69882, -0.27018, -0.35822], [-4.71573, -1.67453, 2.33392], [3.51604, 0.53913, -1.80215], [-1.61825, 0.41957, -2.94560], [-3.68652, -1.19361, 1.38637], [4.06424, 2.31835, -0.77895], [1.36479, -1.81836, -0.66301], [-3.76373, -1.45288, 0.01983], [-0.58831, -1.03544, -2.76870], [-5.73055, -2.31443, 1.73082], [1.88127, -0.02290, 0.38572], [-0.68438, 0.19985, -1.09907], [2.76807, -1.52246, -2.87299], [2.76555, -0.62902, -1.76004], [-6.37317, -2.60539, 2.39681], [0.15093, 0.58204, -2.87476]],
  "nbo_charge": [-0.852, -0.430, -0.105, 0.344, 0.238, -0.199, -0.916, 0.178, 0.232, -0.402, -0.585, 0.213, -0.306, 0.248, -0.338, 0.270, -0.263, -0.916, -0.474, -0.254, -0.380, 2.316, 0.188, 0.407, 0.437, 0.779, -0.151, 0.187, -0.219, 0.230, 0.244, -0.106, 0.194, -0.689, 0.168, -0.503, 0.529, -0.031, 0.504, 0.211],
  "charge": 0,
  "e_homo_ev": -8.9,
  "orbital_gap_ev": 8.4,
  "smiles": "COc1ccc([N+](=O)[O-])cc1NS(=O)(=O)c1cc(C(=O)O)ccc1OC"
}


No. 2
{
  "formula": "C15H14N2OS3",
  "method": "ωB97M-V/def2-TZVPD",
  "symbols": ["C", "C", "H", "O", "H", "N", "C", "C", "H", "C", "C", "C", "H", "H", "H", "C", "H", "C", "H", "S", "S", "S", "C", "C", "C", "H", "H", "C", "C", "C", "H", "H", "H", "H", "N"],
  "coordinates": [[4.26461, 0.33601, -1.65607], [0.42694, -0.27475, 0.55218], [5.27959, -1.54850, -2.26632], [2.01974, 1.39318, 1.07688], [-1.19842, -4.46750, 1.07934], [2.76268, -0.70934, 0.72491], [-0.71813, 0.44370, 0.28952], [1.78717, 0.23103, 0.80601], [-2.22355, -5.35755, -0.07275], [-0.74137, 4.12717, 0.81614], [-1.53144, -1.74821, 0.06438], [-0.83627, 1.88555, 0.26397], [4.19862, 0.60029, 1.34912], [-1.75801, 5.06883, -0.88367], [0.11116, 2.54449, 2.07790], [-0.41279, 2.80684, 1.17875], [-0.49097, 4.98633, 1.41172], [-1.59214, -4.48681, 0.06749], [-0.78551, -4.48672, -0.65945], [-1.66134, 2.65390, -1.06378], [-2.65863, -3.04180, -0.20160], [0.13165, -1.99529, 0.46013], [-1.40242, 4.19867, -0.36837], [-3.13846, 0.05468, -0.25140], [4.15860, -0.37791, 0.86080], [5.96149, -0.13965, -0.31989], [4.87532, 0.94980, -2.29931], [4.49965, -1.14462, -1.63898], [-1.83521, -0.40401, 0.00293], [4.90088, -0.30612, -0.46299], [2.53884, -1.64693, 0.43311], [4.63579, -1.12051, 1.50999], [3.25150, 0.69412, -1.55383], [3.64340, -1.79632, -1.55198], [-4.21480, 0.40423, -0.43586]],
  "nbo_charge": [-0.417, -0.326, 0.218, -0.610, 0.228, -0.613, 0.103, 0.642, 0.245, -0.261, -0.288, -0.267, 0.240, 0.237, 0.242, -0.185, 0.226, -0.746, 0.226, 0.459, 0.355, 0.430, -0.398, 0.268, -0.220, 0.219, 0.219, -0.426, -0.289, -0.236, 0.391, 0.196, 0.220, 0.201, -0.283],
  "charge": 0,
  "e_homo_ev": -8.4,
  "orbital_gap_ev": 8.2,
  "smiles": "CSc1sc(C(=O)NCC2CC2)c(-c2cccs2)c1C#N",
  "de_lowest_kcal_mol": 30.6
}


No. 3
{
  "formula": "C15H14N3O2PdS",
  "method": "ωB97M-V/def2-TZVPD",
  "symbols": ["H", "C", "H", "H", "H", "H", "C", "O", "C", "H", "S", "O", "H", "C", "C", "H", "Pd", "C", "H", "N", "C", "N", "C", "C", "C", "C", "N", "H", "H", "H", "C", "C", "C", "H", "C", "H"],
  "coordinates": [[-0.48490, 4.36820, 3.14060], [0.06900, 1.63110, 2.82530], [0.50180, -3.80100, 4.20710], [0.16660, -2.84460, 6.44260], [-2.57730, 1.56350, -1.52420], [-0.04240, -0.39970, 6.75820], [0.31350, -0.54970, 3.36770], [1.98530, 3.35490, -0.23270], [-0.38540, 4.84130, -0.27830], [-0.97260, 1.14680, -1.74160], [-0.02870, 1.73050, 4.56600], [1.05380, 1.57870, -1.37860], [-0.48890, 6.00860, 1.43900], [0.41450, -2.73300, 4.31630], [-0.44100, 4.98350, 1.10370], [-2.04060, 2.96810, 0.17350], [0.58250, 0.38390, 0.35900], [0.88350, 2.65680, -0.63070], [-0.53520, 3.67180, -2.09480], [-1.69270, 1.40320, -1.04970], [3.11060, 2.53800, 0.06860], [-1.25560, 2.55350, -0.34530], [0.46760, -1.92700, 3.20200], [0.13750, -0.00580, 4.65930], [0.22300, -2.18810, 5.59080], [-0.11070, 2.16210, 0.53790], [0.27290, 0.36240, 2.36940], [3.78190, 3.16330, 0.64960], [-0.27680, 5.73440, -0.86930], [2.79700, 1.64740, 0.67150], [-0.41810, 4.03220, 2.11740], [0.09370, -0.82210, 5.77620], [-0.16240, 2.65210, 1.90020], [0.59930, -2.32360, 2.20140], [-0.36410, 3.57900, -1.02230], [3.59490, 2.20230, -0.85090]],
  "nbo_charge": [0.236, 0.077, 0.235, 0.235, 0.384, 0.236, 0.186, -0.536, -0.125, 0.418, 0.488, -0.802, 0.244, -0.183, -0.251, 0.443, 0.749, 0.561, 0.244, -0.647, -0.248, -0.233, -0.226, -0.231, -0.181, 0.029, -0.507, 0.207, 0.247, 0.157, -0.116, -0.193, -0.169, 0.225, -0.156, 0.202],
  "charge": 1,
  "e_homo_ev": [-11.0, -11.0],
  "orbital_gap_ev": [6.1, 6.1],
  "de_lowest_kcal_mol": 119.2
}


No. 4
{
  "formula": "C15H14N3O5PtS",
  "method": "ωB97M-V/def2-TZVPD",
  "symbols": ["H", "C", "C", "C", "C", "C", "C", "O", "H", "H", "C", "S", "H", "H", "C", "C", "H", "N", "H", "H", "C", "C", "N", "H", "H", "H", "O", "C", "O", "C", "H", "C", "O", "Pt", "N", "O", "H", "H", "C"],
  "coordinates": [[0.84027, 6.44688, 1.48776], [-1.93493, 1.83698, -0.52364], [-0.73283, -4.00902, -1.33464], [-0.51773, -2.63642, -1.27004], [0.53007, 5.46198, 1.18016], [1.06307, 3.12618, 0.91336], [-0.91323, -4.70512, -0.14814], [-0.38263, -2.48422, 3.37966], [-0.17783, -1.90802, 4.13646], [-0.79223, -4.52442, -2.28424], [-0.79623, -4.02582, 1.05686], [-2.61413, 3.44228, -0.40224], [1.73907, 2.27978, 1.00806], [-1.10843, -5.76392, -0.16324], [3.31997, -0.76612, -0.67744], [-0.60123, -2.64752, 1.02966], [-2.10933, 0.02028, -1.33914], [-2.64773, 0.81208, -1.00304], [0.53707, -3.26332, -3.40584], [3.50407, 0.29968, -0.88414], [1.41547, 4.39638, 1.32326], [-0.74163, 5.27818, 0.66666], [-0.52773, -1.97222, -0.11614], [3.71407, -1.00262, 0.32046], [3.88547, -1.35422, -1.41034], [-3.51563, 1.00938, -1.47224], [-0.15643, -0.61632, 2.18766], [-0.20513, 2.92828, 0.37826], [-0.51663, -0.59532, -2.44774], [-0.37793, -1.81012, 2.24566], [-1.43413, 6.09848, 0.57346], [-1.09953, 4.00178, 0.27286], [1.98617, -1.10182, -0.76294], [0.60387, 0.14508, -0.18154], [-0.70433, 1.72208, -0.07204], [0.22137, -2.36062, -3.55334], [2.38287, 4.56378, 1.76756], [-0.86943, -4.54242, 1.99926], [-0.26573, -1.77982, -2.47504]],
  "nbo_charge": [0.231, 0.313, -0.195, 0.075, -0.205, -0.252, -0.138, -0.646, 0.524, 0.237, -0.167, 0.412, 0.211, 0.247, -0.252, 0.086, 0.429, -0.778, 0.504, 0.157, -0.184, -0.182, -0.407, 0.163, 0.198, 0.413, -0.585, 0.194, -0.600, 0.774, 0.233, -0.242, -0.797, 1.177, -0.618, -0.619, 0.230, 0.258, 0.802],
  "charge": 1,
  "e_homo_ev": [-11.1, -11.1],
  "orbital_gap_ev": [6.6, 6.6]
}


No. 5
{
  "formula": "C15H14N4S",
  "method": "ωB97M-V/def2-TZVPD",
  "symbols": ["C", "H", "H", "H", "C", "H", "C", "C", "C", "N", "H", "H", "C", "N", "H", "C", "C", "C", "H", "C", "C", "H", "H", "H", "H", "H", "C", "S", "N", "N", "H", "C", "C", "C"],
  "coordinates": [[-1.77985, -1.91017, -0.70415], [-2.48898, 3.64457, -2.00059], [-0.25323, -1.58717, 2.25405], [4.85537, -1.36693, 1.54283], [0.54020, -1.15150, 1.62690], [-1.10564, -0.26933, -1.77996], [1.43733, 0.10501, -0.20515], [-2.31036, 2.42191, -0.45425], [-1.81293, 2.18771, 1.85390], [-2.07875, -3.00711, -0.88962], [2.23735, 1.59303, -1.61949], [4.52487, -2.75224, 0.47252], [1.28193, 0.95922, -1.52582], [-2.06119, 2.52368, 2.91548], [1.93902, -2.44581, 2.64617], [0.28741, -0.14355, 0.61698], [-1.33602, 1.86014, 0.48955], [-1.18427, 0.28568, 0.32566], [0.49757, 1.65770, -1.56043], [-3.11692, 0.19021, -1.28223], [-1.75190, -0.45425, -0.92162], [-0.35475, 2.29953, 0.37114], [-4.80055, -0.16840, -2.32479], [4.10884, -2.75164, 2.13284], [1.37067, 0.30713, -2.50165], [3.38510, -0.43166, -0.69836], [4.15805, -2.14686, 1.21424], [-3.83358, 1.57470, -0.43461], [-3.79935, -0.29465, -2.27481], [-1.90395, 3.31972, -1.27467], [-1.82767, -0.18537, 1.08140], [1.74222, -1.73013, 1.86045], [2.60524, -0.61489, 0.00123], [2.82874, -1.51829, 1.04686]],
  "nbo_charge": [0.277, 0.363, 0.209, 0.226, -0.130, 0.280, -0.020, 0.139, 0.284, -0.254, 0.230, 0.227, -0.665, -0.287, 0.212, 0.012, -0.392, -0.230, 0.217, 0.159, -0.394, 0.281, 0.369, 0.212, 0.232, 0.204, -0.634, 0.256, -0.600, -0.573, 0.240, -0.254, -0.225, 0.031],
  "charge": 0,
  "e_homo_ev": -9.3,
  "orbital_gap_ev": 9.0,
  "smiles": "[H]/N=C1\\S/C(=N\\[H])[C@H](C#N)[C@@H](c2ccc(C)cc2C)[C@@H]1C#N",
  "de_lowest_kcal_mol": 87.2
}


No. 6
{
  "formula": "C15H14N4S",
  "method": "ωB97M-V/def2-TZVPD",
  "symbols": ["N", "C", "C", "C", "H", "S", "H", "C", "C", "C", "H", "H", "H", "H", "C", "N", "H", "C", "N", "N", "C", "H", "C", "H", "C", "C", "C", "C", "H", "C", "H", "H", "H", "H"],
  "coordinates": [[-1.29802, -1.20411, 0.63403], [3.93814, 1.06395, 2.42086], [-1.37220, -1.07040, -2.21067], [2.38777, 1.20189, 0.10064], [1.92108, 0.23480, 3.46857], [0.94054, -1.70557, -0.85716], [5.31337, 2.19503, 1.42428], [-3.27581, 0.12299, -1.65570], [4.28626, 1.64563, 1.41899], [2.63124, 0.65360, 2.43513], [-4.22542, -3.00020, -1.98571], [0.47942, 0.03384, -2.73174], [1.71527, 1.05391, -0.65195], [-1.73566, -3.08661, -2.58732], [-3.43683, -2.26600, -2.02389], [0.52254, -0.03178, 1.35296], [-5.18652, -0.92303, -1.73873], [-2.06651, 0.32868, -1.91941], [-1.65850, -0.52965, 1.55665], [-0.49304, 0.92250, 3.18682], [-0.14912, -0.77103, 0.42051], [-1.37244, 1.20029, 3.52258], [1.83583, 0.43323, 1.49227], [0.32229, -1.52928, -3.23262], [-2.12131, -1.94080, -2.51533], [-0.00092, -0.97827, -2.58709], [-0.66476, 0.16581, 2.01471], [3.68904, 1.73100, 0.18410], [0.10664, 1.85331, 3.22222], [-4.10153, -0.99604, -1.83643], [-3.87990, 1.10670, -1.33991], [4.14821, 1.96357, -0.57821], [-1.55499, 1.07642, -1.81243], [4.35582, 1.04562, 3.40897]],
  "nbo_charge": [-0.260, -0.244, -0.058, -0.123, 0.208, 0.008, 0.201, -0.207, -0.160, -0.190, 0.238, 0.206, 0.201, 0.195, -0.180, -0.418, 0.207, -0.163, -0.313, -0.829, 0.260, 0.385, 0.149, 0.170, -0.219, -0.302, 0.473, -0.223, 0.396, -0.193, 0.186, 0.194, 0.175, 0.231],
  "charge": 0,
  "e_homo_ev": -8.2,
  "orbital_gap_ev": 8.6,
  "de_lowest_kcal_mol": 344.0
}


- Look up the charge of the second one.
  0


- Which formula does entry 1 have?
  C15H14N2O8S